[1]
Below is a molecular structure, C33H28F3N8O2PSeTi, with properties calculated with ωB97M-V/def2-TZVPD.

The spin multiplicity is 3. The total charge is 0. The HOMO energy (spin up / spin down) is -5.835 / -6.897 eV. As for the energy above the lowest of the compared OMol25 structures with the same formula, charge and spin: 26.50 kcal/mol.

```
77
Properties=species:S:1:pos:R:3:lowdin_spin:R:1
Se -2.61410 0.41810 0.43180 0.01
Ti -0.20950 0.25480 -0.61960 0.96
P -1.46240 -2.33390 1.91290 0.00
F 5.22250 1.72800 -4.70670 0.00
F 4.21550 0.00360 -5.50560 0.00
F 5.82050 -0.24740 -4.09350 0.00
O 0.21030 -1.18570 0.46140 0.00
O 1.91400 -0.60590 1.73480 0.00
N -0.87330 1.82570 -1.67070 0.21
N 1.61510 0.56190 -1.43030 0.00
N -4.83540 -0.91110 -0.96810 0.00
N -0.83640 3.63300 1.49750 0.08
N -0.20250 3.03300 2.51290 0.03
N -2.10510 4.20190 -2.62000 0.19
N -0.79750 -1.05890 -2.12150 0.01
N 0.05460 1.67620 0.84750 0.03
C 3.75170 0.56470 -3.26600 0.04
C -1.73930 4.07420 -1.36440 -0.01
C -1.24580 -5.21300 -1.67030 0.00
C 1.90530 1.64600 -2.20130 0.04
C -1.13390 2.92080 -0.86180 0.15
C 0.27050 -2.19030 2.58520 0.00
C -3.95450 -0.41970 -0.40630 0.00
C 3.57640 -0.49150 -2.36020 -0.01
C -1.22390 2.00320 -2.96980 0.10
C -1.93070 -3.67220 -5.34880 0.00
C -0.30220 -2.88760 -3.58770 0.00
C -1.27920 -3.57960 0.58440 0.00
C -2.43550 -4.63530 -1.25280 0.00
C -4.12080 -3.24590 4.80680 0.00
C -0.67990 2.79230 0.48570 0.03
C -1.83790 3.14530 -3.41620 0.05
C 0.01260 -2.03740 -2.54620 0.01
C -1.98260 -0.94470 -2.74360 0.01
C -2.44860 -3.81810 -0.13860 0.00
C 4.75390 0.51620 -4.36960 0.01
C -0.08760 -4.14720 0.14760 0.00
C -2.37850 -1.76480 -3.77890 0.00
C -0.07880 -4.96360 -0.96940 0.00
C 0.32510 1.86710 2.12310 0.01
C 0.89760 -1.25690 1.55260 0.00
C -2.90650 -5.28300 4.44930 0.00
C -1.52780 -2.76920 -4.23640 0.01
C -2.10810 -4.66000 3.50600 0.00
C 2.91080 1.67910 -3.13050 -0.01
C -3.32700 -2.62100 3.86510 0.00
C 2.52290 -0.45040 -1.48130 0.04
C -2.32340 -3.32140 3.20330 0.00
C -3.91820 -4.58490 5.08830 0.00
H -2.71410 -4.34760 -5.00730 0.00
H 0.96610 -2.14780 -2.04320 0.00
H -4.55060 -5.09030 5.80190 0.00
H 0.84710 -3.94680 0.65190 0.00
H 4.26570 -1.32140 -2.35460 0.00
H 1.29000 2.52590 -2.05840 0.00
H -3.34740 -1.62110 -4.23080 0.00
H 0.85110 -5.39760 -1.30830 0.00
H 2.39380 -1.24420 -0.75430 0.00
H -2.34060 -3.09210 -6.17210 0.00
H -1.32860 -5.21230 2.99700 0.00
H -0.18840 3.46700 3.42340 0.00
H -3.34370 -4.79430 -1.81670 0.00
H -2.13650 3.25520 -4.44750 0.00
H 0.27860 -1.71700 3.57080 0.00
H -3.36500 -3.34060 0.18540 0.00
H -1.22440 -5.85410 -2.54130 0.00
H -2.65050 -0.16270 -2.39960 0.00
H -2.74200 -6.32380 4.68290 0.00
H 0.90050 1.20950 2.74540 0.00
H -0.98560 1.19700 -3.65890 0.01
H 0.41150 -3.63620 -3.89740 0.00
H 0.78880 -3.14700 2.67510 0.00
H 3.05680 2.55460 -3.74520 0.00
H -1.91320 4.91130 -0.70300 0.00
H -1.09060 -4.26040 -5.70720 0.00
H -4.90030 -2.69330 5.30720 0.00
H -3.48480 -1.58190 3.60920 0.00
```

[2]
Below is C6H17N2 in the gas phase, with properties calculated with ωB97M-V/def2-TZVPD.

The spin multiplicity is 2. The total charge is 0. The HOMO energy (spin up / spin down) is -3.458 / -8.653 eV. As for the energy above the lowest of the compared OMol25 structures with the same formula, charge and spin: 71.47 kcal/mol.

```
25
Properties=species:S:1:pos:R:3:nbo_charge:R:1
N 0.25652 0.64045 0.03599 -0.70
N 1.98719 -0.87042 1.58577 -1.10
C -0.86723 1.59883 0.26357 -0.21
C -0.12535 -0.74789 -0.04199 -0.21
C 0.73776 -1.54215 1.03175 -0.14
C -1.22416 2.44119 -2.07176 -0.61
C -1.86647 1.61641 -0.96198 -0.41
C 1.06103 -2.89937 0.43332 -0.65
H -0.28044 2.53692 0.52108 0.21
H -1.20438 -0.88600 0.16738 0.19
H 2.16193 -2.98448 0.43352 0.23
H 0.61520 -3.78606 0.96564 0.22
H -0.01257 -1.10358 -0.97920 0.18
H -2.73370 2.03098 -0.41897 0.20
H -2.04911 0.54844 -1.14573 0.20
H -2.06466 2.51881 -2.82865 0.21
H 0.53311 -3.05248 -0.57050 0.22
H -0.97102 3.36470 -1.71006 0.21
H -0.03201 -1.52106 1.77160 0.22
H 1.01144 0.94580 -0.63535 0.37
H 2.68743 -0.49656 0.86460 0.29
H 2.42145 -1.47871 2.28352 0.36
H 1.72275 0.01437 2.18182 0.33
H -1.38596 1.23005 1.20438 0.19
H -0.37874 1.88180 -2.37974 0.21
```

[3]
Below is C7H10 in the gas phase, with properties calculated with ωB97M-V/def2-TZVPD.

As for the structure (SMILES): C[C@@H]1[C@@H]2C=CC[C@H]12. The total charge is 0. The HOMO energy is -7.777 eV. As for the energy above the lowest of the compared OMol25 structures with the same formula, charge and spin: 82.73 kcal/mol.

```
17
Properties=species:S:1:pos:R:3:nbo_charge:R:1
C 0.70172 -1.39952 -0.00858 -0.20
C 0.23721 0.85881 0.90378 -0.16
C 0.97210 1.53294 -0.21563 -0.64
C -0.13495 -1.39561 -1.04663 -0.19
C -1.20718 -0.11822 0.71983 -0.30
C -1.40460 -0.64315 -0.71009 -0.48
C 0.16493 -0.59621 1.14281 -0.29
H 0.06234 -1.85116 -2.01615 0.21
H -1.28799 1.01209 0.88208 0.30
H 0.80083 2.61521 -0.20836 0.22
H 0.66799 1.14693 -1.18996 0.23
H -2.27568 -1.31889 -0.75902 0.23
H 0.22650 1.42156 1.84627 0.22
H 0.36333 -0.95097 2.14982 0.22
H 1.69406 -1.84233 0.01283 0.21
H -1.62666 0.17446 -1.40398 0.21
H 2.04607 1.35407 -0.09902 0.22
```

[4]
Below is a molecular structure, C10H13AlF5OP, with properties calculated with ωB97M-V/def2-TZVPD.

The total charge is +2. The HOMO energy is -16.379 eV.

```
31
Properties=species:S:1:pos:R:3:nbo_charge:R:1
P 1.83819 0.75726 -0.34842 0.83
Al 3.56069 -1.66512 0.36714 1.02
F 0.73130 -0.07788 -2.86375 -0.31
F 2.31058 -1.65852 -1.78208 -0.39
F -4.63738 -0.01761 1.43074 -0.31
F -5.23931 -0.34531 -0.94976 -0.28
F -3.67279 1.41244 -0.22831 -0.32
O 1.14097 -0.10380 1.03937 -0.86
C 1.54558 3.62697 0.47347 -0.64
C -0.09467 -1.32233 -0.84078 0.08
C -2.75128 -2.49279 0.60952 0.06
C -4.15636 0.00066 -0.00052 0.97
C 1.24712 -0.64004 -1.56447 0.48
C -0.04087 -2.84828 -0.16219 -0.14
C -2.84609 -0.98462 -0.04957 -0.10
C -1.38829 -3.44136 0.57718 -0.20
C -1.49224 -0.40488 -0.78913 -0.07
C 2.22865 2.19231 0.90673 -0.55
H -1.34605 -4.50768 1.07718 0.31
H 1.75723 -0.88736 1.26022 0.43
H 0.99008 -3.40687 -0.22418 0.27
H 1.36639 4.21957 1.49393 0.28
H 2.55695 1.43442 -1.42406 0.02
H 0.46432 3.51657 -0.00414 0.24
H -1.45615 0.67108 -1.30186 0.31
H 2.28978 4.19623 -0.23239 0.26
H 3.39155 2.25456 1.08420 0.27
H 3.07368 0.06950 -0.04938 -0.28
H 0.60143 1.43573 -0.63930 0.02
H 1.75108 1.91263 1.96396 0.27
H -3.72407 -2.89552 1.17063 0.31
```

[5]
Below is a gas-phase ion, C24H38N2 (charge +2), with properties calculated with ωB97M-V/def2-TZVPD.

The total charge is +2. The HOMO energy is -14.659 eV. As for the energy above the lowest of the compared OMol25 structures with the same formula, charge and spin: 4.10 kcal/mol.

```
64
Properties=species:S:1:pos:R:3:nbo_charge:R:1
N -3.38556 1.41722 0.03086 -0.23
N 3.61142 0.71073 0.20547 -0.23
C -11.36536 -2.30322 -0.18111 -0.60
C 0.83386 0.95801 0.12805 0.03
C 5.40536 -0.81293 -0.47480 -0.39
C -2.68747 1.33131 -1.11353 0.10
C 5.04558 0.51521 0.21097 -0.23
C 7.57077 -1.19531 0.82793 -0.40
C -4.82967 1.51778 -0.00260 -0.22
C -6.99768 0.23193 -0.05666 -0.39
C 10.00629 -0.85253 0.06124 -0.40
C -1.32299 1.18267 -1.11733 -0.19
C 3.01711 1.35277 -0.81352 0.10
C -0.61468 1.10111 0.09440 0.03
C -9.17808 -1.03948 -0.11720 -0.39
C -5.47418 0.12259 -0.01832 -0.40
C 10.25487 -1.19150 -1.40036 -0.60
C 2.85658 0.17896 1.18127 0.10
C -9.85152 -2.40735 -0.14010 -0.39
C 1.65298 1.48963 -0.88322 -0.19
C 8.99109 -1.76840 0.75057 -0.39
C -2.74046 1.33290 1.20608 0.10
C -7.65486 -1.14861 -0.07644 -0.39
C 1.48849 0.28842 1.17670 -0.19
C 6.91924 -1.02381 -0.54268 -0.41
C -1.37870 1.17382 1.27230 -0.19
H -9.50221 -2.97136 -1.01022 0.20
H 5.52340 1.34127 -0.31861 0.24
H -7.34708 0.78365 0.81762 0.21
H -11.74149 -1.76879 0.68973 0.21
H 10.96297 -0.93731 0.58439 0.22
H 10.62521 -2.20995 -1.49676 0.21
H -7.30227 0.78723 -0.94534 0.21
H 7.61302 -0.23664 1.34968 0.19
H 9.69636 0.19102 0.15931 0.19
H 9.31551 -1.95143 1.77670 0.22
H 7.09306 -1.92863 -1.12784 0.23
H 6.96563 -1.88128 1.42605 0.20
H 9.34533 -1.11210 -1.99241 0.19
H -9.52571 -0.48170 0.75547 0.20
H 3.65971 1.76714 -1.57625 0.26
H 4.99821 -0.81160 -1.48849 0.21
H -5.12638 -0.43049 -0.89339 0.21
H 4.94726 -1.63909 0.07327 0.21
H 0.92956 -0.17006 1.97608 0.25
H 5.40093 0.50320 1.24222 0.24
H -3.24577 1.39190 -2.03600 0.26
H -5.17060 -0.43013 0.87327 0.21
H 3.37383 -0.33599 1.97727 0.26
H -5.12979 2.06802 -0.89620 0.24
H 7.37815 -0.18902 -1.07276 0.21
H -9.55006 -2.97726 0.74395 0.20
H -7.35586 -1.70717 0.81289 0.20
H -5.17101 2.06729 0.87652 0.24
H -7.30863 -1.70419 -0.95040 0.20
H -11.69340 -1.76190 -1.06701 0.20
H 8.96534 -2.73333 0.24218 0.20
H -9.47812 -0.47589 -1.00370 0.20
H -0.90762 1.14353 2.24124 0.26
H -0.81309 1.10519 -2.06372 0.26
H -11.81383 -3.29286 -0.19726 0.22
H -3.33883 1.40695 2.10207 0.26
H 10.99653 -0.51862 -1.82278 0.22
H 1.22958 2.04073 -1.70703 0.26
```

[6]
Below is a molecular structure, H16IO8, with properties calculated with ωB97M-V/def2-TZVPD.

The total charge is -1. The HOMO energy is -5.104 eV. As for the energy above the lowest of the compared OMol25 structures with the same formula, charge and spin: 215.92 kcal/mol.

```
25
Properties=species:S:1:pos:R:3:nbo_charge:R:1
I 0.09246 -0.52735 0.63511 -0.25
O -1.24563 1.79419 0.23922 -0.97
O -2.10239 -1.48719 -0.58585 -0.94
O 1.74619 1.67227 -0.17968 -0.97
O 0.48994 1.33779 2.67434 -0.96
O -2.26249 0.17164 1.78778 -0.98
O 2.47707 -1.07536 -0.61704 -1.00
O -0.43093 0.80216 -1.74552 -0.95
O -0.09000 -2.89080 -1.02099 -0.97
H 1.34436 0.98854 2.92776 0.45
H -0.66333 2.55341 0.21219 0.47
H -0.71692 1.07390 -0.10413 0.43
H -2.03603 -1.65954 -1.52506 0.47
H -1.21916 -1.22413 -0.32714 0.33
H 0.86105 -2.81593 -1.09910 0.47
H 0.19802 0.76613 1.96427 0.40
H 3.08375 -0.48365 -1.06208 0.46
H -1.73456 0.94550 1.59120 0.48
H -1.87807 -0.52321 1.25333 0.44
H 1.18509 1.08352 0.32508 0.43
H -0.35731 -2.09093 -0.56821 0.42
H 1.60033 1.41981 -1.09140 0.45
H 0.33394 0.62035 -2.29155 0.45
H 1.81801 -0.49800 -0.23167 0.42
H -0.49342 0.04685 -1.16086 0.42
```